Record 1
ORCA calculation (wB97M-V/def2-TZVPD) on a molecular structure, C6H9BiO4 at a distorted geometry.

Relative energy (zero: lowest compared OMol25 entry of this formula, charge and spin) in kJ/mol: 321.8
Multiplicity: 1
Lowest unoccupied orbital energy (spin up / spin down) in eV: -10.004 / -9.946
Highest occupied orbital energy (spin up / spin down) in eV: -16.1 / -16.4
Charge: +2
Electronic energy in eV: -20371.575

Each line ends with the natural charge from an NBO analysis.
Positions of all 20 atoms, in Å:
H: -0.516 0.548 0.515  0.263
H: -2.130 -1.730 -1.739  0.503
H: 1.289 2.535 -0.143  0.320
C: -1.035 -0.397 2.545  0.984
C: 1.501 0.716 -1.389  0.258
H: 1.529 0.528 1.211  0.305
C: -0.491 -0.677 -1.837  -0.088
O: 0.177 -0.232 2.099  -0.474
C: 1.898 1.701 -0.499  -0.443
H: -1.105 0.230 -1.977  0.190
Bi: -3.185 -0.840 3.453  1.555
O: -1.273 -1.730 -1.308  -0.702
C: 0.668 -0.374 -0.907  -0.355
H: -0.089 -0.960 -2.825  0.228
O: -2.006 0.378 2.283  -0.728
H: 1.383 1.005 -2.439  0.262
H: 2.973 1.791 -0.314  0.308
C: 0.522 0.328 0.810  -0.064
O: -1.297 -1.525 3.067  -0.685
H: 1.187 -1.295 -0.607  0.364


Record 2
ORCA calculation (wB97M-V/def2-TZVPD) on a molecular structure, C17H20AuBrN5O2Se.

Relative energy (zero: lowest compared OMol25 entry of this formula, charge and spin) in kJ/mol: 0.0
Multiplicity: 1
Lowest unoccupied orbital energy in eV: -2.440
Highest occupied orbital energy in eV: -10.5
Charge: +1
Electronic energy in eV: -168574.675

Each line ends with the natural charge from an NBO analysis.
Positions of all 47 atoms, in Å:
C: 2.295 0.380 3.460  -0.251
H: -5.394 -2.516 -3.738  0.223
C: 0.694 -3.503 3.158  -0.102
C: -0.059 -1.492 1.380  0.368
N: 2.054 4.327 0.832  -0.825
C: 3.080 2.162 -2.230  0.176
C: -0.691 -2.741 1.345  -0.156
C: -4.801 -2.892 -2.915  -0.213
H: 2.446 1.450 3.356  0.215
H: -4.467 -5.751 -1.073  0.223
O: -0.365 -0.482 0.557  -0.706
C: -5.020 -4.203 -2.464  -0.199
H: -1.093 -0.803 -0.057  0.528
H: 0.985 5.752 -2.779  0.426
C: 1.516 4.719 -0.451  -0.243
C: -3.341 -3.913 -0.838  0.161
N: -2.452 -4.109 0.205  -0.534
H: -2.356 -4.945 0.752  0.424
N: -2.107 -2.036 -0.512  -0.518
H: 2.017 5.067 1.520  0.372
O: 1.556 -0.031 2.291  -0.540
C: -1.744 -2.956 0.353  0.395
H: 2.430 6.429 -3.208  0.434
N: 1.997 5.662 -2.695  -0.729
Br: 1.206 -4.856 4.367  0.096
H: -5.775 -4.807 -2.948  0.224
H: -3.681 -1.068 -2.679  0.225
C: -4.296 -4.740 -1.419  -0.240
N: 2.810 1.609 -1.249  -0.644
H: 3.254 -0.133 3.505  0.197
C: -0.309 -3.736 2.246  -0.193
C: 0.958 -1.291 2.318  0.211
C: 1.347 -2.275 3.199  -0.269
C: -3.112 -2.606 -1.277  0.084
Se: 3.499 2.998 -3.762  -0.198
Au: 2.169 0.793 0.433  0.683
H: 3.456 5.217 -1.284  0.230
H: 1.699 0.168 4.346  0.208
H: -0.792 -4.703 2.238  0.222
H: 2.144 -2.117 3.909  0.243
H: 2.472 6.638 -0.879  0.219
H: 0.564 5.229 -0.286  0.205
H: 2.316 4.757 -3.162  0.434
H: 1.296 3.819 -1.034  0.207
H: 3.005 3.988 0.768  0.367
C: 2.444 5.621 -1.264  -0.240
C: -3.851 -2.079 -2.333  -0.200


Record 3
ORCA calculation (wB97M-V/def2-TZVPD) on a molecular structure, C4H6N2O.

Relative energy (zero: lowest compared OMol25 entry of this formula, charge and spin) in kJ/mol: 524.8
Multiplicity: 1
Lowest unoccupied orbital energy in eV: 0.440
Highest occupied orbital energy in eV: -7.7
Electronic energy in eV: -9268.063

Each line ends with the Mulliken charge.
Positions of all 13 atoms, in Å:
C: -0.660 -0.053 -0.159  0.502
C: 0.408 0.645 0.219  0.354
H: 0.641 1.914 -0.112  0.091
C: -0.497 -1.480 -0.497  -0.300
H: -2.051 1.415 0.026  0.256
O: 2.302 1.367 1.349  -0.379
N: 0.589 -2.110 -0.296  -0.563
H: 3.136 1.797 1.122  0.404
C: 1.659 1.145 0.181  -0.589
H: 0.502 -3.074 -0.619  0.249
H: -1.398 -1.934 -0.935  0.359
N: -1.958 0.478 -0.347  -0.622
H: -2.673 -0.109 0.068  0.238


Record 4
ORCA calculation (wB97M-V/def2-TZVPD) on a molecular structure, C3H3CoLiO3 at a distorted geometry.

Multiplicity: 6
Lowest unoccupied orbital energy (spin up / spin down) in eV: -19.080 / -24.940
Highest occupied orbital energy (spin up / spin down) in eV: -28.8 / -31.9
Charge: +4
Electronic energy in eV: -47072.359

Each line ends with the Mulliken spin population.
Positions of all 11 atoms, in Å:
O: 1.282 -0.623 -0.014  0.128
C: -1.098 1.214 1.435  0.433
Co: 2.569 -0.773 -1.134  2.857
C: -2.165 0.306 1.711  0.480
O: -0.814 -1.229 0.431  0.519
H: -2.924 0.097 0.955  0.049
O: -0.225 0.928 0.505  0.453
C: 0.085 -0.417 0.183  -0.038
H: -0.730 1.923 2.178  0.073
Li: -1.008 -3.079 -0.042  0.002
H: -2.328 0.039 2.757  0.044


Record 5
ORCA calculation (wB97M-V/def2-TZVPD) on C4H5ClS in the gas phase at a distorted geometry.

Relative energy (zero: lowest compared OMol25 entry of this formula, charge and spin) in kJ/mol: 262.8
Multiplicity: 1
SMILES: S=C1CC(Cl)C1
Lowest unoccupied orbital energy in eV: -0.514
Highest occupied orbital energy in eV: -8.8
Electronic energy in eV: -27583.628

Each line ends with the natural charge from an NBO analysis.
Positions of all 11 atoms, in Å:
C: 0.506 -1.031 -0.254  -0.474
S: -0.447 0.580 -2.613  0.055
C: -0.294 -0.456 0.937  -0.241
C: -0.261 0.894 0.090  -0.507
C: 0.178 0.272 -1.134  -0.047
H: 0.680 1.265 0.387  0.245
H: 1.631 -1.055 0.245  0.239
Cl: 0.374 -0.354 2.543  0.000
H: -1.187 1.639 -0.179  0.249
H: -1.333 -1.094 0.884  0.233
H: 0.223 -2.072 -0.582  0.250


- Number 3 is which compound?
  C4H6N2O